No. 1
{"formula": "C40H45IOPS5W", "method": "wB97M-V/def2-TZVPD", "molar_mass_g_mol": 1043.9, "charge": 3, "multiplicity": 3, "homo_ha": [-0.520, -0.549], "e_tot_ev": -117620.78710, "de_lowest_kcal_mol": 34.9, "species": ["W", "C", "C", "S", "C", "C", "S", "C", "C", "S", "C", "C", "S", "H", "H", "H", "H", "H", "H", "H", "H", "H", "H", "H", "H", "H", "H", "H", "H", "I", "C", "C", "C", "C", "C", "C", "C", "C", "C", "P", "C", "C", "C", "C", "C", "C", "C", "C", "C", "C", "C", "C", "C", "H", "H", "H", "H", "H", "H", "H", "H", "H", "H", "H", "H", "H", "H", "H", "H", "C", "C", "C", "C", "C", "C", "H", "H", "H", "H", "H", "O", "S", "C", "C", "C", "C", "H", "H", "H", "H", "H", "H", "H", "H"], "xyz": [[-0.43, -0.10, 0.33], [-1.87, -1.49, -3.99], [-2.51, -1.44, -2.62], [-1.50, -1.86, -1.11], [-0.67, -3.45, -1.31], [-0.04, -3.69, 0.06], [1.21, -2.35, 0.38], [1.73, -3.01, 2.06], [3.61, -4.38, 1.61], [1.04, 0.83, -0.72], [2.02, -0.63, -5.14], [0.95, -1.34, -4.34], [-0.55, -0.25, -4.14], [-2.76, -1.19, -4.66], [-1.49, -2.51, -4.23], [-3.47, -2.06, -2.74], [-2.82, -0.39, -2.49], [-0.01, -3.41, -2.13], [-1.45, -4.15, -1.57], [0.54, -4.59, 0.18], [-0.82, -3.61, 0.80], [0.79, -3.12, 2.61], [2.46, -2.28, 2.37], [4.07, -3.45, 1.32], [4.20, -5.34, 1.54], [1.82, -0.59, -6.21], [2.14, 0.39, -4.71], [1.31, -1.58, -3.35], [0.58, -2.25, -4.86], [-1.68, -1.49, 2.57], [-2.82, -0.26, 3.87], [-3.79, -0.92, 4.66], [-4.81, -0.16, 5.39], [-4.87, 1.20, 5.16], [-3.92, 1.84, 4.35], [-4.02, 3.30, 4.28], [-3.18, 3.97, 3.52], [-2.05, 3.36, 2.96], [-1.86, 1.98, 3.07], [-0.18, 1.41, 2.39], [0.66, 0.49, 3.79], [1.93, 0.10, 3.47], [2.69, -0.64, 4.41], [2.08, -1.04, 5.62], [0.78, -0.61, 5.93], [0.11, 0.17, 5.01], [0.71, 2.93, 2.04], [1.86, 3.37, 2.69], [2.54, 4.54, 2.30], [2.17, 5.18, 1.14], [1.04, 4.73, 0.43], [0.30, 3.69, 0.93], [-2.85, 1.14, 3.69], [-3.63, -1.98, 4.88], [-5.52, -0.54, 6.08], [-5.59, 1.74, 5.74], [-4.73, 3.80, 4.96], [-3.38, 4.98, 3.36], [-1.30, 3.95, 2.45], [2.42, 0.27, 2.55], [3.75, -0.82, 4.15], [2.63, -1.58, 6.39], [0.46, -0.82, 6.91], [-0.78, 0.70, 5.35], [2.20, 2.84, 3.54], [3.45, 4.96, 2.74], [2.65, 6.11, 0.85], [0.67, 5.23, -0.47], [-0.55, 3.38, 0.37], [-4.53, 1.94, -1.28], [-4.62, 1.02, -0.26], [-3.45, 0.58, 0.30], [-2.19, 1.01, -0.12], [-2.15, 1.94, -1.13], [-3.31, 2.38, -1.73], [-5.46, 2.29, -1.79], [-5.60, 0.69, 0.16], [-3.44, -0.16, 1.07], [-1.23, 2.16, -1.50], [-3.28, 3.23, -2.44], [2.24, -4.32, 1.86], [3.74, -1.32, -5.02], [3.76, -2.74, -6.22], [3.91, -2.21, -7.61], [4.76, -0.95, -7.61], [4.60, -0.18, -6.29], [2.92, -3.42, -6.02], [4.58, -3.38, -5.93], [2.94, -1.92, -8.05], [4.36, -3.05, -8.20], [4.50, -0.30, -8.46], [5.80, -1.22, -7.87], [3.89, 0.73, -6.47], [5.58, 0.03, -5.84]], "mulliken_spin": [1.027, 0.000, -0.001, 0.003, -0.009, 0.010, 0.005, 0.022, 0.864, -0.142, 0.001, -0.001, 0.000, 0.000, 0.000, -0.001, 0.002, -0.001, 0.000, -0.013, 0.010, 0.003, -0.004, 0.024, 0.004, 0.000, 0.000, 0.001, 0.000, 0.007, 0.014, 0.002, -0.001, 0.001, -0.007, -0.001, 0.000, 0.019, 0.017, -0.082, -0.035, 0.036, 0.016, -0.002, 0.004, 0.003, 0.007, -0.005, 0.000, -0.001, 0.001, 0.006, -0.009, 0.000, 0.000, 0.000, 0.000, 0.001, 0.002, 0.011, -0.004, 0.000, 0.000, 0.000, -0.001, 0.000, 0.000, 0.000, -0.003, 0.066, -0.021, 0.078, -0.093, 0.108, -0.022, 0.002, 0.000, 0.007, 0.003, 0.000, 0.069, 0.000, 0.000, 0.000, 0.000, 0.000, 0.000, 0.000, 0.000, 0.000, 0.000, 0.000, 0.000, 0.000]}

No. 2
{"formula": "C40H45N2P2PdS2SeSi", "method": "wB97M-V/def2-TZVPD", "molar_mass_g_mol": 893.4, "charge": 1, "homo_ha": -0.391, "e_tot_ev": -162138.98207, "de_lowest_kcal_mol": 7.2, "species": ["Pd", "S", "P", "C", "P", "S", "C", "C", "C", "C", "C", "C", "C", "C", "C", "C", "C", "C", "C", "C", "C", "C", "C", "C", "C", "C", "C", "C", "C", "C", "H", "H", "H", "H", "H", "H", "H", "H", "H", "H", "H", "H", "H", "H", "H", "H", "H", "H", "H", "H", "C", "Si", "C", "C", "C", "C", "C", "C", "C", "C", "H", "H", "H", "H", "H", "H", "H", "H", "H", "H", "H", "H", "H", "H", "H", "H", "H", "H", "H", "H", "H", "Se", "N", "C", "C", "C", "C", "C", "C", "N", "H", "H", "H", "H"], "xyz": [[0.34, -0.56, -0.10], [-2.00, -0.90, -0.39], [-1.33, -2.83, -0.47], [0.36, -2.55, -0.48], [1.67, -2.95, 0.54], [2.50, -1.09, 0.70], [1.24, -3.61, 2.16], [1.04, -2.78, 3.26], [0.64, -3.32, 4.47], [0.43, -4.68, 4.59], [0.61, -5.52, 3.49], [1.02, -4.99, 2.28], [2.81, -4.12, -0.20], [4.17, -4.04, 0.09], [5.04, -4.97, -0.46], [4.55, -5.98, -1.28], [3.20, -6.06, -1.57], [2.32, -5.13, -1.03], [-1.98, -3.81, 0.90], [-2.11, -3.22, 2.16], [-2.55, -3.98, 3.23], [-2.85, -5.33, 3.06], [-2.71, -5.92, 1.81], [-2.27, -5.16, 0.73], [-1.90, -3.67, -1.95], [-3.28, -3.78, -2.18], [-3.74, -4.43, -3.31], [-2.83, -4.98, -4.20], [-1.47, -4.88, -3.98], [-1.00, -4.22, -2.85], [1.20, -1.71, 3.16], [0.52, -2.67, 5.33], [0.13, -5.10, 5.54], [0.44, -6.58, 3.59], [1.19, -5.65, 1.44], [4.55, -3.25, 0.72], [6.10, -4.91, -0.24], [5.24, -6.71, -1.70], [2.82, -6.84, -2.21], [1.27, -5.17, -1.28], [-1.89, -2.17, 2.28], [-2.66, -3.52, 4.20], [-3.20, -5.91, 3.90], [-2.94, -6.97, 1.68], [-2.17, -5.63, -0.24], [-3.98, -3.34, -1.47], [-4.80, -4.51, -3.49], [-3.20, -5.50, -5.09], [-0.77, -5.30, -4.69], [0.06, -4.09, -2.68], [2.62, -1.25, -2.75], [1.50, 0.15, -2.25], [2.50, 1.73, -1.84], [1.63, 3.00, -1.84], [3.52, 1.83, -3.00], [3.32, 1.69, -0.56], [0.09, 0.38, -3.52], [0.75, 0.94, -4.79], [-1.06, 1.30, -3.11], [-0.48, -1.00, -3.85], [2.87, -1.18, -3.81], [2.12, -2.21, -2.58], [3.54, -1.24, -2.17], [1.19, 3.20, -2.81], [2.26, 3.86, -1.59], [0.82, 2.95, -1.11], [3.07, 1.86, -3.99], [4.24, 1.01, -2.98], [4.09, 2.76, -2.87], [2.71, 1.67, 0.34], [3.93, 2.60, -0.51], [4.00, 0.84, -0.53], [1.06, 1.98, -4.68], [0.00, 0.92, -5.59], [1.60, 0.35, -5.13], [-0.74, 2.33, -2.97], [-1.55, 0.97, -2.20], [-1.81, 1.30, -3.91], [0.29, -1.72, -4.16], [-1.19, -0.91, -4.68], [-1.03, -1.42, -3.01], [0.09, 1.66, 1.45], [-0.19, 0.58, 2.87], [-1.48, 0.59, 3.06], [-2.14, -0.14, 4.12], [-3.49, -0.07, 4.20], [-4.28, 0.70, 3.26], [-3.73, 1.40, 2.26], [-2.29, 1.38, 2.12], [-1.64, 2.02, 1.19], [-1.54, -0.71, 4.81], [-4.00, -0.61, 4.99], [-5.36, 0.70, 3.39], [-4.32, 1.98, 1.56]], "mulliken_charge": [-0.438, -0.598, 2.022, -0.566, 1.448, -0.611, 1.132, -0.614, -0.706, -0.701, -0.659, -0.657, 0.401, -0.752, -0.737, -0.576, -0.861, -0.002, 0.860, -0.054, -0.262, -0.845, -0.689, -1.100, 0.183, -0.727, -0.757, -0.575, -1.084, -0.072, 0.458, 0.466, 0.441, 0.437, 0.416, 0.462, 0.434, 0.412, 0.463, 0.469, -0.061, 0.453, 0.416, 0.430, 0.427, 0.449, 0.418, 0.399, 0.462, 0.413, -1.012, 1.238, 2.589, -1.784, -1.892, -2.076, 2.336, -1.970, -1.447, -2.115, 0.467, 0.010, 0.332, 0.362, 0.511, 0.259, 0.351, 0.348, 0.560, 0.142, 0.606, 0.419, 0.400, 0.531, 0.338, 0.341, -0.040, 0.507, 0.293, 0.674, 0.032, 0.127, -0.632, 1.000, -0.682, -0.378, -0.612, -0.682, 0.711, -0.617, 0.435, 0.456, 0.414, 0.481]}